{"formula": "C40H57BrF3N3O19S", "method": "ωB97M-V with the def2-TZVPD basis set", "elements": ["C", "C", "O", "C", "C", "C", "C", "C", "C", "C", "S", "O", "O", "C", "F", "F", "F", "C", "Br", "C", "N", "C", "C", "C", "O", "C", "N", "C", "C", "C", "C", "C", "O", "C", "O", "N", "C", "C", "C", "C", "C", "O", "C", "H", "H", "H", "H", "H", "H", "H", "H", "H", "H", "H", "H", "H", "H", "H", "H", "H", "H", "H", "H", "H", "H", "H", "H", "H", "H", "H", "H", "H", "H", "H", "H", "H", "H", "H", "H", "H", "H", "H", "H", "H", "O", "C", "O", "C", "C", "O", "H", "H", "H", "H", "O", "C", "O", "C", "C", "O", "H", "H", "H", "H", "O", "C", "O", "C", "C", "O", "H", "H", "H", "H", "O", "C", "O", "C", "C", "O", "H", "H", "H", "H"], "coordinates": [[2.642982, 2.700432, 1.585713], [1.473756, 3.655273, 1.820389], [1.219820, 4.411994, 0.657922], [0.238652, 5.417865, 0.842794], [-1.182587, 4.910554, 0.666648], [-1.596105, 4.711611, -0.796600], [-2.380546, 3.438793, -1.133683], [-3.516154, 3.112978, -0.145194], [-4.048416, 1.694979, -0.262548], [-5.374454, 1.389838, -0.731344], [-6.433246, 2.759984, -1.159468], [-7.713629, 2.395954, -1.677950], [-6.448527, 3.671575, -0.048078], [-5.604274, 3.608583, -2.622899], [-5.064758, 4.760582, -2.272631], [-6.549877, 3.848400, -3.513889], [-4.705699, 2.809718, -3.182839], [-5.794291, 0.074331, -0.815229], [-7.485558, -0.465068, -1.458931], [-4.939846, -0.974371, -0.389041], [-5.399274, -2.259186, -0.439910], [-4.621628, -3.201148, 0.006323], [-5.173305, -4.590864, -0.016471], [-5.885249, -4.823851, 1.328812], [-5.774426, -6.192050, 1.681655], [-7.322927, -4.278979, 1.349587], [-7.445321, -3.179546, 2.317136], [-3.313612, -2.904055, 0.528153], [-2.463231, -4.014150, 1.098716], [-1.340725, -4.497290, 0.174140], [-0.272272, -3.467998, -0.167931], [0.396254, -2.873858, 1.047791], [1.415435, -1.910727, 0.695767], [2.603090, -2.453945, 0.356803], [2.967847, -2.590657, -0.766708], [-2.837069, -1.687954, 0.539580], [-3.659075, -0.684601, 0.085396], [-3.206732, 0.666141, 0.124266], [-1.796461, 0.899958, 0.600554], [-0.769791, 0.424104, -0.447501], [0.428239, 1.350646, -0.663364], [0.428536, 1.906425, -1.971530], [1.579538, 1.598227, -2.738197], [3.532438, 3.002454, 2.129581], [2.856690, 2.674923, 0.519254], [2.388546, 1.687804, 1.892892], [1.707689, 4.280183, 2.681069], [0.599793, 3.036856, 2.057321], [0.462553, 6.264369, 0.195173], [0.330644, 5.791393, 1.871448], [-1.836765, 5.661952, 1.115495], [-1.301440, 4.015593, 1.273473], [-0.675867, 4.661319, -1.383763], [-2.133774, 5.578396, -1.178107], [-2.858298, 3.616078, -2.094237], [-1.736662, 2.581844, -1.285836], [-4.292249, 3.857382, -0.259545], [-3.172805, 3.218360, 0.881036], [-5.900454, -4.684354, -0.815358], [-4.386550, -5.334966, -0.085461], [-5.350603, -4.223611, 2.077141], [-6.070657, -6.294203, 2.590448], [-7.554651, -3.912886, 0.345982], [-8.020871, -5.065266, 1.623643], [-8.418242, -2.907895, 2.384698], [-6.951684, -2.363943, 1.973030], [-3.065469, -4.844512, 1.452529], [-2.003136, -3.578662, 1.988182], [-0.828822, -5.338125, 0.646746], [-1.768477, -4.884808, -0.748585], [0.476426, -3.952508, -0.795494], [-0.699761, -2.682419, -0.788623], [0.828944, -3.648219, 1.690581], [-0.319800, -2.324348, 1.652499], [3.248723, -2.709852, 1.207085], [-1.682118, 0.290229, 1.496908], [-1.632926, 1.930231, 0.886060], [-0.460085, -0.580844, -0.220559], [-1.279504, 0.354935, -1.410642], [1.368322, 0.834139, -0.475616], [0.361212, 2.185660, 0.036740], [1.628845, 2.327254, -3.543238], [1.478791, 0.610889, -3.194261], [2.492354, 1.671645, -2.148189], [7.060412, 0.277568, -4.663620], [6.846023, -0.584820, -3.873296], [7.774165, -1.449518, -3.408544], [7.196401, -2.177452, -2.307950], [5.716306, -2.065450, -2.592797], [5.639948, -0.825762, -3.309479], [7.562167, -3.201486, -2.295794], [7.447743, -1.683213, -1.367096], [5.345313, -2.863924, -3.239403], [5.114068, -2.031398, -1.691152], [6.971512, -1.166526, 0.505157], [7.344167, -0.105802, 0.904261], [6.564113, 0.986872, 0.992163], [7.281891, 1.997860, 1.711983], [8.722390, 1.578173, 1.488823], [8.600398, 0.158589, 1.316361], [7.047683, 2.982836, 1.318477], [6.988348, 1.954097, 2.761504], [9.146642, 2.004703, 0.579065], [9.374445, 1.803704, 2.327640], [-2.281927, -6.532388, -2.504748], [-1.180638, -6.925276, -2.710428], [-0.091726, -6.572449, -1.982442], [1.000292, -7.411657, -2.372942], [0.591915, -7.836608, -3.770099], [-0.836449, -7.781657, -3.696898], [1.934066, -6.856426, -2.346211], [1.061946, -8.252532, -1.680211], [0.931294, -7.137096, -4.535384], [0.920531, -8.838715, -4.030555], [5.236445, 5.010591, 2.358267], [4.669454, 5.830153, 3.002289], [5.097639, 7.100479, 3.184022], [4.051593, 7.843580, 3.816904], [3.255854, 6.751820, 4.504733], [3.502185, 5.619842, 3.663149], [4.467500, 8.573865, 4.505382], [3.474453, 8.361467, 3.049264], [3.625345, 6.530837, 5.507262], [2.190708, 6.962004, 4.554641]], "forces_ev_per_angstrom": [[-0.089, 0.049, -0.179], [0.039, -0.881, 0.097], [0.258, 0.441, -0.276], [0.010, -0.156, 0.831], [-0.234, 0.571, -0.200], [0.599, -0.543, -0.176], [-0.644, 0.168, 0.034], [0.125, 0.000, -0.165], [0.033, -0.015, 0.005], [0.497, -0.451, -0.167], [-1.142, 0.538, 0.971], [0.382, -0.376, -0.324], [0.470, -0.009, -0.228], [-0.490, -0.290, -0.099], [0.321, 0.186, 0.094], [-0.178, 0.134, -0.177], [0.304, -0.089, -0.026], [-0.317, 0.366, -0.176], [0.040, -0.142, 0.037], [-0.252, -0.319, -0.011], [0.221, 0.247, 0.126], [-0.133, 0.219, -0.574], [-0.185, -0.270, 0.758], [0.161, 0.414, 0.443], [-0.008, -0.175, -0.272], [0.247, 0.624, -0.290], [-0.081, -0.236, 0.192], [0.126, -0.295, 0.010], [0.459, 0.738, 0.419], [0.028, -0.232, -0.036], [-0.055, 0.008, -0.402], [-0.106, 0.172, 0.290], [-0.203, -0.056, -0.004], [0.141, 0.064, 0.059], [0.110, -0.021, -0.422], [-0.510, -0.034, -0.012], [0.200, 0.318, -0.033], [-0.121, 0.065, 0.037], [-0.101, -0.646, 0.149], [-0.265, 0.317, -0.471], [-0.203, 0.109, 0.143], [0.203, 0.023, 0.052], [-0.421, 0.137, -0.192], [0.129, 0.128, -0.099], [0.159, -0.010, -0.033], [-0.030, -0.071, 0.032], [-0.224, 0.328, 0.004], [-0.209, 0.205, 0.164], [0.038, -0.143, -0.324], [0.043, 0.108, 0.040], [-0.101, -0.056, 0.145], [0.037, -0.170, -0.030], [0.012, -0.021, -0.119], [-0.129, 0.136, 0.199], [0.203, -0.126, -0.162], [0.218, 0.064, 0.106], [-0.047, -0.012, 0.128], [0.031, 0.089, 0.120], [0.177, -0.106, -0.284], [0.013, -0.086, -0.338], [0.066, -0.094, 0.137], [-0.071, 0.012, 0.037], [-0.240, -0.252, -0.118], [-0.011, -0.134, -0.023], [-0.018, 0.063, 0.066], [0.016, 0.017, -0.060], [-0.106, -0.103, -0.147], [-0.035, -0.085, 0.137], [-0.188, -0.157, 0.116], [-0.006, -0.044, -0.061], [0.079, -0.085, -0.009], [0.007, 0.230, 0.097], [0.075, -0.088, -0.040], [0.007, 0.160, -0.014], [-0.086, -0.094, 0.232], [0.135, 0.088, 0.157], [0.041, 0.119, -0.065], [0.195, -0.289, 0.184], [0.035, 0.016, -0.108], [0.070, -0.113, 0.009], [0.108, 0.032, -0.007], [0.031, 0.078, -0.039], [0.213, -0.169, 0.103], [0.093, -0.094, 0.041], [0.010, 0.017, -0.034], [-0.013, 0.073, 0.025], [-0.038, -0.101, 0.068], [0.038, 0.054, 0.143], [-0.062, -0.192, 0.070], [0.029, -0.046, 0.006], [0.084, 0.049, -0.163], [0.086, -0.162, -0.374], [0.018, 0.021, -0.033], [-0.063, 0.186, -0.054], [-0.034, 0.047, 0.316], [-0.107, 0.008, -0.024], [0.006, -0.005, 0.039], [0.081, 0.210, 0.037], [0.004, 0.160, 0.021], [0.012, 0.038, 0.011], [-0.125, -0.068, -0.086], [0.009, -0.030, 0.003], [-0.036, -0.017, -0.026], [0.011, -0.175, 0.041], [-0.032, 0.021, 0.014], [-0.045, 0.013, -0.003], [0.062, -0.056, -0.036], [0.139, -0.052, -0.020], [0.140, -0.015, -0.032], [0.052, -0.007, 0.011], [-0.087, 0.143, 0.035], [-0.037, -0.020, -0.019], [-0.010, 0.033, 0.024], [-0.163, -0.056, 0.008], [0.097, -0.113, -0.007], [-0.065, 0.052, 0.038], [-0.047, -0.044, 0.007], [-0.102, 0.103, 0.054], [-0.099, 0.088, 0.095], [0.164, 0.121, -0.001], [0.155, -0.062, -0.032], [-0.014, -0.041, -0.012], [0.042, 0.005, -0.013], [-0.027, -0.125, -0.110]], "lowdin_charge": [-0.050, -0.282, -0.146, -0.221, -0.170, -0.159, -0.158, -0.135, -0.110, -0.228, 0.759, -0.343, -0.270, -0.673, 0.159, 0.157, 0.155, -0.539, 0.872, -0.240, 0.158, -0.195, -0.066, -0.380, -0.025, -0.215, 0.003, -0.166, -0.114, -0.171, -0.173, -0.179, -0.061, -0.340, 0.109, 0.219, -0.121, -0.095, -0.117, -0.125, -0.204, -0.197, -0.088, 0.053, 0.078, 0.072, 0.097, 0.104, 0.126, 0.111, 0.119, 0.088, 0.113, 0.112, 0.095, 0.085, 0.081, 0.113, 0.127, 0.115, 0.135, 0.096, 0.101, 0.118, 0.064, 0.054, 0.109, 0.114, 0.120, 0.093, 0.111, 0.111, 0.134, 0.111, 0.151, 0.116, 0.082, 0.067, 0.129, 0.110, 0.092, 0.086, 0.089, 0.084, 0.153, -0.582, 0.059, -0.106, -0.115, 0.061, 0.133, 0.094, 0.132, 0.102, 0.136, -0.564, 0.071, -0.106, -0.104, 0.069, 0.129, 0.135, 0.135, 0.132, 0.164, -0.565, 0.040, -0.110, -0.111, 0.068, 0.133, 0.133, 0.134, 0.132, 0.160, -0.559, 0.066, -0.111, -0.110, 0.038, 0.132, 0.134, 0.133, 0.132], "multiplicity": 1, "homo_ev": -8.75, "smiles": "CCOCCCCCc1c(S(=O)(=O)C(F)(F)F)c(Br)c2nc(C[C@H](O)CN)c(CCCCOC=O)nc2c1CCCOC.O=C1OCCO1.O=C1OCCO1.O=C1OCCO1.O=C1OCCO1", "lumo_energy_ev": -0.618, "gap_ev": 8.13}